{"formula": "C42H41AsN4O2V", "method": "wB97M-V/def2-TZVPD", "spin_multiplicity": 4, "homo_energy_ev": [-11.76, -12.82], "fmax_ev_per_a": 2.2, "s_squared": 3.769, "charge": 2, "orbital_gap_ha": [0.2239, 0.2632], "elements": ["V", "C", "C", "C", "C", "C", "N", "C", "C", "C", "N", "C", "C", "C", "C", "C", "C", "C", "C", "N", "C", "C", "C", "N", "C", "C", "C", "C", "O", "C", "O", "H", "H", "H", "H", "H", "H", "H", "H", "H", "H", "H", "H", "H", "H", "H", "H", "H", "H", "H", "H", "H", "H", "H", "H", "H", "H", "H", "H", "C", "C", "C", "C", "C", "C", "As", "C", "C", "C", "C", "C", "C", "C", "C", "C", "C", "C", "C", "H", "H", "H", "H", "H", "H", "H", "H", "H", "H", "H", "H", "H"], "xyz": [[0.7804, -1.0420, -0.5517], [-5.5235, -0.3625, -3.7703], [-4.3457, -0.4067, -2.8264], [-4.4891, -0.3215, -1.4663], [-3.3769, -0.3711, -0.5970], [-3.5519, -0.0559, 0.7733], [-2.5583, 0.1125, 1.5868], [-2.6057, 0.5929, 2.9698], [-1.6107, -0.1765, 3.8278], [-0.1633, 0.1184, 3.4109], [0.7674, -0.6370, 4.2636], [0.9387, -1.9199, 4.2684], [0.5709, -2.8896, 3.2958], [0.2220, -4.1507, 3.8437], [-0.2372, -5.1926, 3.0837], [-0.7059, -6.4952, 3.6865], [-0.1834, -5.0067, 1.6983], [0.2479, -3.8396, 1.0930], [0.6315, -3.9177, -0.3148], [1.0491, -2.9243, -1.0068], [1.8573, -3.1396, -2.2338], [2.6552, -1.8482, -2.5109], [1.7813, -0.8120, -3.2353], [0.5175, -0.6782, -2.4822], [-0.5848, -0.6282, -3.1351], [-1.9098, -0.5931, -2.5122], [-3.0310, -0.5045, -3.3182], [-2.0775, -0.6069, -1.1038], [-1.0915, -0.7849, -0.2764], [0.5932, -2.6908, 1.8813], [1.0102, -1.5990, 1.3426], [-6.4651, -0.2872, -3.2283], [-5.5627, -1.2630, -4.3853], [-5.4528, 0.4904, -4.4467], [-5.4790, -0.1842, -1.0376], [-4.5529, 0.1175, 1.1644], [-1.6442, -0.0657, 1.1561], [-3.6199, 0.4845, 3.3493], [-2.3567, 1.6562, 2.9799], [-1.8142, -1.2469, 3.7512], [-1.7564, 0.1156, 4.8695], [0.0603, 1.1770, 3.5333], [0.0444, -0.1553, 2.3800], [1.1472, -0.1400, 5.0588], [1.3918, -2.2987, 5.1826], [0.2747, -4.2726, 4.9229], [-0.9766, -6.3716, 4.7336], [0.0733, -7.2576, 3.6322], [-1.5768, -6.8794, 3.1563], [-0.4413, -5.8457, 1.0558], [0.7016, -4.9216, -0.7378], [1.2132, -3.3657, -3.0847], [2.5251, -3.9844, -2.0902], [3.5398, -2.0556, -3.1099], [3.0220, -1.4424, -1.5565], [1.5877, -1.1466, -4.2564], [2.2842, 0.1533, -3.2847], [-0.5587, -0.6003, -4.2246], [-2.8832, -0.4969, -4.3963], [1.5583, 5.1908, 3.0527], [0.6273, 5.3078, 2.0306], [0.4131, 4.2536, 1.1471], [1.1395, 3.0797, 1.2954], [2.0654, 2.9565, 2.3291], [2.2797, 4.0125, 3.2025], [1.0037, 1.5951, 0.0437], [0.1361, 2.4488, -1.4620], [-1.2234, 2.6552, -1.6397], [-1.6805, 3.2516, -2.8102], [-0.7715, 3.6326, -3.7903], [0.5918, 3.4341, -3.6056], [1.0566, 2.8432, -2.4358], [2.4748, 2.5563, -2.1127], [3.5736, 2.8814, -2.8993], [4.8508, 2.5281, -2.4833], [5.0437, 1.8449, -1.2873], [3.9501, 1.5171, -0.4927], [2.6775, 1.8829, -0.9062], [1.7275, 6.0185, 3.7293], [0.0685, 6.2273, 1.9100], [-0.3010, 4.3682, 0.3444], [2.6440, 2.0452, 2.4405], [3.0140, 3.9218, 3.9936], [-1.9315, 2.3721, -0.8682], [-2.7399, 3.4228, -2.9556], [-1.1261, 4.0982, -4.7013], [1.2863, 3.7473, -4.3754], [3.4438, 3.4129, -3.8347], [5.7046, 2.7884, -3.0969], [6.0441, 1.5743, -0.9738], [4.0985, 0.9883, 0.4413]], "atomic_forces_ev_per_a": [[1.09, 1.40, 1.36], [0.15, -0.02, 0.05], [-0.01, -0.04, -0.24], [-0.10, 0.09, 0.17], [-0.28, -0.04, 0.05], [-0.24, 0.06, 0.00], [0.13, 0.20, 0.56], [-0.04, -0.10, -0.15], [0.06, 0.02, -0.03], [0.02, -0.07, 0.14], [-0.21, 0.60, -0.04], [0.13, -0.47, -0.01], [-0.09, -0.10, 0.19], [-0.01, 0.14, 0.15], [-0.15, -0.18, 0.00], [0.11, 0.08, -0.08], [-0.02, -0.21, -0.07], [0.03, 0.06, -0.27], [0.27, -0.06, 0.09], [0.36, -1.40, -0.62], [-0.08, 0.16, 0.08], [-0.55, -0.13, -0.15], [-0.05, -0.14, 0.06], [0.06, 0.21, -1.57], [-0.12, 0.03, 0.21], [0.25, -0.04, -0.14], [-0.13, 0.04, -0.17], [0.38, 0.02, -0.02], [-1.50, 0.08, -0.14], [0.15, 0.06, -0.31], [-0.02, -0.42, 1.21], [0.04, 0.01, 0.01], [0.00, 0.01, 0.03], [0.00, 0.00, 0.02], [0.09, 0.00, -0.02], [0.03, 0.01, -0.05], [0.02, -0.14, -0.03], [-0.03, -0.04, -0.01], [-0.03, 0.06, -0.05], [0.01, -0.01, 0.01], [-0.01, 0.00, -0.01], [0.07, 0.03, 0.04], [0.02, -0.02, -0.05], [-0.07, 0.04, -0.01], [0.04, -0.01, -0.07], [0.00, 0.03, -0.06], [0.01, 0.02, -0.01], [0.00, 0.02, -0.01], [0.00, 0.02, 0.01], [0.04, 0.03, 0.04], [0.01, -0.05, 0.06], [-0.10, -0.01, -0.03], [0.06, -0.09, 0.07], [0.02, -0.03, 0.00], [0.14, 0.02, 0.00], [-0.05, 0.00, -0.06], [0.01, 0.06, 0.08], [-0.05, -0.05, -0.05], [-0.02, -0.02, 0.07], [-0.03, 0.00, -0.02], [-0.03, -0.04, 0.01], [0.06, 0.05, 0.14], [0.00, -0.18, 0.14], [-0.03, 0.04, 0.06], [-0.02, -0.01, 0.02], [0.34, 0.56, -0.53], [-0.12, -0.01, 0.19], [0.00, 0.04, -0.04], [0.03, -0.02, 0.04], [0.05, -0.01, 0.02], [-0.04, 0.01, -0.05], [0.15, -0.01, -0.07], [-0.13, 0.04, -0.11], [0.05, 0.00, -0.07], [0.00, -0.02, 0.01], [-0.05, -0.01, -0.01], [-0.01, 0.01, -0.08], [-0.02, -0.02, 0.14], [-0.01, -0.02, -0.02], [0.02, -0.02, 0.00], [-0.02, 0.00, -0.08], [0.02, -0.02, 0.00], [-0.01, 0.01, -0.03], [-0.02, -0.04, -0.01], [0.03, 0.00, 0.01], [0.02, -0.01, 0.03], [-0.02, 0.00, 0.01], [0.01, -0.01, 0.03], [-0.04, -0.01, 0.03], [-0.03, 0.01, -0.01], [0.02, 0.00, 0.03]]}

{"formula": "C5H29N2O7", "method": "wB97M-V/def2-TZVPD", "spin_multiplicity": 1, "homo_energy_ev": -11.57, "fmax_ev_per_a": 2.3, "charge": 1, "orbital_gap_ha": 0.3392, "elements": ["N", "C", "C", "N", "C", "C", "C", "H", "H", "H", "H", "H", "H", "H", "H", "H", "H", "H", "H", "H", "H", "H", "H", "H", "O", "H", "H", "O", "H", "H", "O", "H", "H", "O", "H", "H", "O", "H", "H", "O", "H", "H", "O"], "xyz": [[0.1046, -0.3290, 1.5951], [0.4780, 0.4523, 0.3329], [-0.4405, 0.0069, -0.8071], [-0.1026, -1.3690, -1.1642], [0.6804, -2.9984, -2.8168], [0.9313, -1.6181, -2.1937], [0.7350, -0.6072, -3.3347], [0.1391, -1.3496, 1.4009], [0.8180, 0.0208, 2.2279], [-0.8082, -0.0860, 1.9735], [1.5224, 0.2973, 0.1016], [0.3703, 1.4897, 0.5593], [-0.3299, 0.7240, -1.6182], [-1.4516, -0.0843, -0.4151], [-0.8803, -2.0037, -1.1765], [0.7596, -3.8042, -2.0791], [1.4545, -3.1499, -3.5650], [-0.3436, -3.0649, -3.1766], [1.8512, -1.6638, -1.6131], [1.2749, -0.9217, -4.2296], [-0.3097, -0.4326, -3.5758], [1.1810, 0.3723, -3.1239], [-3.8236, 1.1672, -1.2814], [-3.8919, 2.6285, -0.9844], [-3.2631, 1.9020, -1.0911], [0.4860, 2.8955, 2.2409], [0.0270, 1.9669, 3.3442], [-0.0855, 2.1334, 2.3986], [-2.9690, 1.8804, 0.6245], [-3.3702, 2.1427, 2.1246], [-3.0031, 1.4883, 1.5234], [3.1567, 1.6113, 0.8976], [3.1490, 0.8251, 2.2470], [2.6798, 1.4928, 1.7371], [-0.7310, -3.7179, 1.1745], [-0.4714, -3.3455, 2.5732], [-0.3020, -3.0153, 1.6782], [2.9218, 1.5736, -1.6145], [4.3237, 2.0725, -1.1584], [3.3814, 2.0989, -0.9632], [-1.8057, 1.2594, 3.2356], [-2.4933, 0.4319, 4.0493], [-1.5494, 0.6273, 3.9426]], "atomic_forces_ev_per_a": [[1.34, 0.59, -1.61], [-1.43, -0.62, -0.61], [0.72, -1.29, 0.87], [0.33, 0.03, 0.23], [0.37, -0.05, 1.13], [-2.25, -0.44, 0.03], [1.77, 0.57, 0.01], [0.08, 0.34, 0.24], [-0.12, -0.42, 0.56], [-0.11, 0.25, -0.02], [0.03, -0.49, 0.10], [-0.16, 0.29, 0.03], [-0.47, 0.01, -0.08], [-0.24, 0.75, -0.21], [-0.17, 0.09, -0.41], [0.22, 0.12, 0.05], [-0.36, -0.28, -0.30], [0.08, 0.15, -0.60], [0.64, 0.53, -0.78], [-0.19, -0.17, -0.04], [-0.11, -0.31, 0.06], [-0.17, 0.03, 0.14], [-0.57, -1.03, -0.27], [0.11, 0.12, -0.28], [0.33, 1.17, 0.13], [0.04, -0.08, -0.10], [-0.06, 0.12, 0.03], [0.13, 0.87, 0.88], [0.00, -0.29, 0.38], [-0.13, 0.19, -0.25], [0.12, -0.14, 0.31], [-0.05, 0.03, 0.04], [0.33, 0.19, -0.07], [0.07, -0.16, 0.32], [0.18, 0.22, -0.52], [0.27, 0.39, 0.12], [-0.48, -0.96, 0.52], [0.07, -0.21, -0.43], [-0.07, -0.05, -0.27], [0.09, 0.20, 0.69], [1.25, 0.15, -0.18], [0.17, -1.02, 1.13], [-1.63, 0.59, -0.98]]}

{"formula": "C25H36IrN9O2", "method": "wB97M-V/def2-TZVPD", "spin_multiplicity": 6, "homo_energy_ev": [-16.29, -16.64], "fmax_ev_per_a": 1.2, "s_squared": 8.785, "charge": 3, "orbital_gap_ha": [0.3339, 0.2033], "elements": ["Ir", "C", "N", "C", "C", "N", "N", "C", "N", "N", "H", "H", "H", "H", "H", "H", "H", "H", "H", "H", "H", "O", "C", "N", "C", "C", "O", "N", "C", "C", "C", "C", "C", "C", "C", "C", "C", "C", "C", "C", "H", "H", "H", "H", "H", "H", "H", "H", "H", "H", "H", "C", "C", "N", "C", "C", "C", "C", "N", "H", "H", "H", "H", "H", "H", "H", "H", "H", "H", "H", "H", "H", "H"], "xyz": [[1.4675, 0.6623, 0.8543], [5.7990, -1.4354, -0.0067], [5.4841, -0.9520, 1.3444], [6.5737, -0.9306, 2.3332], [4.2654, -0.5025, 1.6201], [3.3011, -0.3731, 0.7338], [4.0394, -0.1768, 2.9571], [2.8989, 0.2818, 3.5774], [2.9466, 0.2763, 4.9106], [1.8651, 0.7373, 2.9127], [6.6749, -2.0729, 0.0600], [6.0104, -0.6072, -0.6840], [4.9858, -2.0499, -0.3899], [7.5040, -1.1284, 1.8117], [6.4447, -1.7138, 3.0835], [6.6607, 0.0512, 2.7981], [3.6110, -0.6255, -0.1945], [4.7945, -0.4162, 3.5806], [3.7285, -0.0927, 5.4270], [2.1989, 0.6780, 5.4523], [1.1151, 1.0446, 3.5208], [-0.8148, 1.8246, 0.6763], [-1.2148, 0.6634, 0.5418], [-2.4621, 0.1877, 0.3727], [-2.4457, -1.2552, 0.1980], [-0.9461, -1.5722, 0.4241], [-0.4394, -2.6565, 0.4651], [-0.2850, -0.3547, 0.5677], [-3.0427, -1.7058, -1.1439], [-2.6142, -2.8932, -1.7708], [-3.2041, -3.2823, -2.9591], [-4.2362, -2.5328, -3.5095], [-4.6777, -1.3644, -2.8800], [-4.1005, -0.9665, -1.6946], [-3.4652, -1.9885, 1.0253], [-4.6501, -1.3471, 1.4623], [-5.6038, -2.0524, 2.1348], [-5.4242, -3.4448, 2.3665], [-4.2722, -4.1022, 1.9325], [-3.3055, -3.4045, 1.2586], [-3.2576, 0.8008, 0.3095], [-1.8042, -3.4737, -1.3615], [-2.8648, -4.1840, -3.4504], [-4.7074, -2.8564, -4.4282], [-5.4735, -0.7783, -3.3179], [-4.4613, -0.0625, -1.2199], [-4.7897, -0.2876, 1.2937], [-6.4993, -1.5707, 2.5016], [-6.1951, -3.9930, 2.8919], [-4.1533, -5.1594, 2.1236], [-2.3991, -3.8837, 0.9295], [0.0339, 0.8582, -3.0007], [1.2574, 1.6308, -2.5491], [0.9576, 2.9289, -1.9086], [0.1861, 3.8788, -2.7562], [-1.2853, 3.9358, -2.3840], [1.4319, 3.2964, -0.7500], [1.3298, 4.7263, -0.3066], [2.0903, 2.4278, 0.0630], [0.3614, -0.0709, -3.4673], [-0.5388, 1.4061, -3.7468], [-0.6328, 0.6095, -2.1766], [1.8867, 1.8649, -3.4107], [1.8755, 1.0533, -1.8648], [0.3205, 3.5350, -3.7805], [0.6526, 4.8587, -2.6995], [-1.7958, 3.0034, -2.6200], [-1.7680, 4.7345, -2.9456], [-1.4262, 4.1360, -1.3221], [1.8214, 5.3881, -1.0196], [1.7926, 4.8570, 0.6674], [0.2863, 5.0293, -0.2284], [2.6033, 2.9533, 0.7644]], "atomic_forces_ev_per_a": [[0.39, -0.15, -0.23], [-0.02, -0.03, 0.13], [0.10, -0.01, -0.05], [-0.07, -0.08, -0.09], [-0.21, 0.05, 0.20], [0.48, -0.22, -0.08], [-0.08, -0.08, -0.08], [0.05, 0.09, -0.10], [0.03, 0.00, 0.02], [0.08, -0.05, 0.45], [0.01, 0.03, -0.03], [-0.01, 0.00, -0.02], [0.00, -0.01, -0.02], [0.01, 0.03, 0.02], [0.00, 0.01, 0.03], [0.03, 0.01, 0.01], [-0.01, -0.02, 0.02], [-0.03, 0.01, -0.01], [-0.01, 0.00, 0.01], [0.00, -0.01, 0.01], [0.04, 0.07, 0.00], [-0.68, -0.22, -0.09], [0.42, 0.70, 0.07], [0.26, -0.02, 0.07], [-0.60, 0.57, -0.16], [0.64, 0.15, 0.12], [-0.20, -0.15, -0.09], [-1.07, -0.59, -0.22], [0.34, -0.29, 0.26], [-0.14, 0.12, -0.29], [0.20, -0.14, 0.24], [-0.15, 0.14, -0.05], [0.05, -0.04, 0.07], [-0.19, 0.16, -0.26], [0.05, -0.91, 0.12], [0.16, 0.17, -0.04], [0.01, -0.57, 0.13], [-0.09, 0.44, -0.04], [-0.08, -0.03, 0.01], [-0.02, 0.69, -0.04], [0.06, -0.03, -0.02], [0.09, -0.05, 0.15], [0.00, 0.01, -0.03], [0.01, 0.01, -0.01], [-0.02, -0.01, 0.00], [0.01, -0.06, -0.01], [-0.04, -0.05, 0.04], [0.00, 0.04, -0.03], [0.00, -0.01, 0.00], [0.03, 0.00, 0.00], [0.10, -0.08, -0.06], [-0.04, -0.08, -0.05], [0.14, 0.15, 0.15], [-0.25, 0.00, -0.33], [0.17, -0.15, 0.03], [-0.07, 0.03, 0.03], [0.33, -0.02, 0.31], [-0.07, -0.06, -0.03], [-0.13, 0.55, -0.17], [0.01, 0.00, 0.01], [0.01, 0.00, -0.01], [-0.01, 0.02, 0.12], [-0.02, 0.00, -0.03], [-0.07, -0.05, 0.00], [-0.04, 0.04, -0.01], [-0.02, 0.01, 0.05], [0.02, -0.02, 0.01], [0.00, 0.00, -0.01], [0.01, 0.02, 0.00], [0.01, 0.01, 0.00], [-0.01, 0.00, 0.01], [0.00, 0.01, -0.01], [0.08, -0.03, -0.05]]}

{"formula": "C4H7HgO3", "method": "wB97M-V/def2-TZVPD", "spin_multiplicity": 3, "homo_energy_ev": [-1.34, -3.31], "fmax_ev_per_a": 4.9, "s_squared": 2.007, "charge": -1, "orbital_gap_ha": [0.1921, 0.2539], "elements": ["O", "Hg", "O", "C", "O", "C", "H", "H", "C", "C", "H", "H", "H", "H", "H"], "xyz": [[0.2012, 1.4074, 0.1733], [3.9706, 0.0408, 0.1138], [2.4058, 1.7474, 0.1875], [1.4180, 1.0408, -0.0680], [1.6625, -0.2677, -0.1951], [0.5902, -1.2775, -0.3803], [0.2270, -1.0660, -1.4007], [1.1222, -2.1872, -0.0536], [-0.8966, 0.0328, 0.6902], [-2.0147, 0.1375, -0.3403], [-0.1698, -0.2350, 1.4701], [-1.5368, 0.1061, 1.5941], [-1.7155, -0.1339, -1.3604], [-2.8538, -0.5090, -0.0509], [-2.4103, 1.1633, -0.3798]], "atomic_forces_ev_per_a": [[2.03, 1.09, -2.29], [3.06, -0.95, 0.23], [-0.23, 0.74, -0.95], [-2.49, 1.90, 3.03], [-1.93, -2.17, -0.83], [2.84, 1.71, -0.96], [-0.21, -0.97, 0.57], [-0.86, 0.11, -0.49], [-3.50, -0.93, 3.22], [0.77, -0.55, -0.43], [1.03, -0.91, -1.54], [-0.88, 0.85, 0.46], [-0.03, 0.04, 0.05], [0.17, 0.05, -0.13], [0.23, -0.01, 0.03]]}

{"formula": "CBrClFI", "method": "wB97M-V/def2-TZVPD", "spin_multiplicity": 1, "homo_energy_ev": [-9.69, -9.09], "fmax_ev_per_a": 2.4, "charge": 0, "orbital_gap_ha": [0.3070, 0.2318], "elements": ["C", "F", "Cl", "Br", "I"], "xyz": [[-0.0838, 0.0795, -0.1983], [-0.0040, -0.4061, 0.9741], [0.7470, -0.6056, -1.4692], [0.0152, 1.9267, -0.2377], [-3.2340, -0.0941, 0.0042]], "atomic_forces_ev_per_a": [[-1.53, 1.55, -1.08], [0.58, -1.32, 1.56], [0.36, -1.24, -0.48], [-0.10, 1.07, 0.20], [0.69, -0.06, -0.20]]}